Entry from the Open Molecules 2025 dataset: a structure of composition C20H29Cl2F4N3OS3Sc (ωB97M-V/def2-TZVPD).

Last column: Löwdin charge in e.
Atoms and positions in Å:
Sc  1.142  1.220  -0.015  0.9723
C  2.292  1.469  3.280  -0.0619
C  1.789  0.068  2.969  -0.2237
N  0.625  0.053  2.040  -0.2291
C  -0.616  0.454  2.770  -0.2088
C  -1.400  1.545  2.065  -0.0845
C  0.445  -1.317  1.509  -0.1882
C  1.619  -1.761  0.638  -0.1994
N  2.129  -0.604  -0.092  -0.1374
C  3.305  -0.710  -0.774  -0.2052
C  3.843  0.472  -1.302  -0.1298
F  3.069  1.613  -1.071  -0.0257
C  5.038  0.578  -1.968  -0.2205
F  5.451  1.773  -2.389  0.1192
C  5.790  -0.554  -2.197  0.0876
C  5.286  -1.755  -1.728  -0.2054
F  5.974  -2.870  -1.946  0.1260
C  4.087  -1.848  -1.043  -0.1300
F  3.679  -3.065  -0.655  0.1008
H  3.079  1.417  4.032  0.0910
H  2.709  1.940  2.390  0.0544
H  1.501  2.111  3.668  0.0812
H  2.599  -0.502  2.516  0.1114
H  1.502  -0.445  3.892  0.1345
H  -1.246  -0.429  2.903  0.1166
H  -0.346  0.799  3.768  0.1217
H  -1.654  1.253  1.040  0.0108
H  -2.333  1.736  2.597  0.0950
H  -0.839  2.476  2.044  0.0573
H  0.320  -2.032  2.330  0.1429
H  -0.465  -1.310  0.909  0.0527
H  2.405  -2.207  1.250  0.1218
H  1.260  -2.538  -0.042  0.1241
H  6.733  -0.508  -2.721  0.1461
Cl  0.765  0.203  -2.643  0.6641
C  0.737  1.778  -3.463  -0.8597
Cl  0.260  2.964  -2.237  0.6408
H  0.010  1.760  -4.266  0.0468
H  1.733  2.010  -3.818  0.0509
C  -4.681  0.168  0.642  -0.5112
C  -4.637  1.113  -0.562  -0.4977
S  -2.995  1.357  -1.324  0.8084
C  -3.040  0.283  -2.791  -0.5297
C  -3.058  -1.213  -2.504  -0.5084
S  -1.803  -1.688  -1.266  0.8025
C  -2.678  -2.997  -0.347  -0.5130
C  -3.569  -2.496  0.785  -0.5200
S  -5.070  -1.584  0.273  0.8849
H  -5.474  0.496  1.314  0.0701
H  -3.740  0.190  1.186  0.0383
H  -4.932  2.111  -0.237  0.0711
H  -5.326  0.801  -1.348  0.0786
H  -2.145  0.556  -3.351  0.0390
H  -3.912  0.562  -3.383  0.0851
H  -2.858  -1.772  -3.419  0.0823
H  -4.020  -1.511  -2.104  0.0274
H  -1.888  -3.624  0.070  0.0727
H  -3.238  -3.592  -1.067  0.0826
H  -3.011  -1.857  1.468  0.0547
H  -3.935  -3.359  1.343  0.0730
O  1.350  5.435  0.962  0.1616
C  1.249  4.286  0.793  -0.4480
N  1.131  3.097  0.625  -0.0652

Values from the calculation:
LUMO energy in eV: -3.2429
Energy relative to the best compared isomer or geometry (same formula, charge and spin) in kJ/mol: 114.8
Charge: +1
Electronic energy in eV: -116845.8317
E_HOMO in Ha: -0.408

---

Entry from the Open Molecules 2025 dataset: a structure of composition C20H29ClMoNP in a non-equilibrium geometry (ωB97M-V/def2-TZVPD).

Last column: Löwdin charge in e.
Atoms and positions in Å:
C  -4.078  -2.823  -0.383  -0.0107
C  -3.139  -3.164  0.588  -0.0040
C  -1.902  -2.502  0.662  -0.2576
C  -1.647  -1.446  -0.224  -0.1871
C  -2.596  -1.091  -1.201  -0.3107
C  -3.824  -1.758  -1.256  -0.0039
C  -0.894  -2.878  1.708  -0.1252
C  0.585  -2.667  1.337  -0.2217
N  1.115  -3.843  0.714  -0.2511
Mo  0.067  -0.113  0.134  1.0475
C  -2.221  0.024  -2.137  -0.2556
P  -0.347  0.033  -2.163  0.7674
H  -3.349  -3.959  1.312  0.1362
H  -4.564  -1.444  -1.994  0.1321
H  -5.014  -3.374  -0.461  0.1293
H  -2.553  1.013  -1.781  0.1056
H  -2.600  -0.121  -3.157  0.1110
H  -1.074  -2.308  2.634  0.1195
H  -1.019  -3.939  1.975  0.1468
H  0.840  -1.742  0.672  0.0411
C  0.094  1.288  -3.376  -0.2341
C  -0.128  -1.472  -3.183  -0.2138
H  1.160  -2.524  2.262  0.1380
C  0.555  -4.217  -0.560  -0.0503
C  2.555  -3.961  0.757  -0.0626
H  1.051  1.236  -0.435  0.0625
H  0.962  -5.196  -0.848  0.1107
H  -0.536  -4.301  -0.506  0.0930
H  0.810  -3.512  -1.378  0.0823
H  2.845  -4.953  0.389  0.1045
H  3.075  -3.202  0.138  0.0986
H  2.901  -3.856  1.795  0.1004
H  -0.616  -1.302  -4.153  0.0754
H  0.941  -1.666  -3.331  0.0616
H  -0.583  -2.349  -2.716  0.0437
H  -0.493  1.111  -4.289  0.0749
H  -0.111  2.282  -2.968  0.0597
H  1.167  1.195  -3.590  0.0672
H  1.671  0.590  -0.111  0.0764
Cl  -2.875  2.445  2.379  0.7903
C  -1.206  2.802  2.499  -0.6020
C  -0.825  4.125  2.675  -0.0542
C  0.543  4.448  2.732  -0.0012
C  1.509  3.443  2.650  -0.0417
C  1.130  2.110  2.513  -0.0528
C  -0.236  1.770  2.395  -0.3079
C  -0.610  0.363  2.137  -0.1877
H  -1.585  4.896  2.742  0.1241
H  0.837  5.493  2.814  0.1321
H  2.579  3.698  2.683  0.1308
H  1.889  1.312  2.461  0.1231
H  -0.052  -0.362  2.754  0.0922
H  -1.682  0.128  2.126  0.0581

Values from the calculation:
LUMO energy (spin up / spin down) in eV: -9.0734 / -9.0314
Spin multiplicity: 3
Charge: +2
Electronic energy in eV: -46346.6440
E_HOMO (spin up / spin down) in Ha: -0.530 / -0.542

---

Entry from the Open Molecules 2025 dataset: a cluster of 3 separate species, C20H29F3O10S2 in total in a non-equilibrium geometry (ωB97M-V/def2-TZVPD).

Last column: Löwdin charge in e.
Atoms and positions in Å:
O  0.421  3.785  6.173  0.0766
C  -0.207  4.719  5.813  -0.2547
C  -1.186  4.689  4.620  -0.0594
C  -1.715  3.250  4.348  -0.1837
O  -3.154  3.430  4.326  0.0326
C  -3.405  3.959  3.068  -0.5685
O  -4.232  4.722  2.821  0.2214
O  -2.478  3.429  2.230  0.0686
C  -1.467  2.634  2.941  -0.3177
C  -0.084  2.915  2.315  -0.0635
C  -0.112  3.198  0.794  -0.0615
C  -0.420  1.978  -0.083  -0.5361
O  0.459  1.272  -0.433  0.1215
O  -1.720  1.819  -0.433  0.0898
C  -2.054  1.206  2.833  -0.0729
C  -1.053  0.059  3.177  -0.0888
C  -0.534  -0.693  1.975  -0.2163
F  -1.289  -0.728  0.854  0.0767
C  0.617  -1.401  1.935  -0.3047
F  1.815  -0.880  1.952  0.1648
F  0.643  -2.719  1.825  0.1362
H  -0.161  5.700  6.349  0.1277
H  -0.741  5.172  3.734  0.1310
H  -2.038  5.314  4.937  0.1369
H  -1.579  2.588  5.214  0.1671
H  0.588  2.082  2.584  0.1294
H  0.374  3.802  2.784  0.1130
H  -0.778  4.040  0.560  0.1247
H  0.905  3.522  0.519  0.1280
H  -1.722  1.312  -1.277  0.0865
H  -2.507  1.042  1.845  0.1241
H  -2.889  1.118  3.548  0.1312
H  -0.245  0.386  3.852  0.1341
H  -1.627  -0.697  3.746  0.1278
O  -0.793  0.178  -2.722  -0.3115
S  -1.693  0.245  -3.847  0.6768
O  -3.123  0.278  -3.670  -0.3115
C  -1.201  1.612  -4.887  -0.2250
C  -0.188  1.005  -5.852  -0.2190
C  -0.773  -0.346  -6.277  -0.2131
C  -1.263  -1.053  -5.008  -0.2148
H  -0.789  2.412  -4.275  0.1101
H  -2.088  1.962  -5.416  0.1104
H  -0.011  1.657  -6.707  0.1164
H  0.767  0.851  -5.342  0.1215
H  -1.614  -0.182  -6.955  0.1175
H  -0.040  -0.955  -6.806  0.1157
H  -2.141  -1.666  -5.198  0.1043
H  -0.478  -1.659  -4.557  0.1065
O  5.449  -6.390  -1.398  -0.3202
S  4.370  -5.573  -1.893  0.6610
O  4.379  -5.027  -3.228  -0.3288
C  2.830  -6.442  -1.629  -0.2346
C  2.392  -6.018  -0.231  -0.2206
C  2.654  -4.510  -0.151  -0.2213
C  4.058  -4.258  -0.713  -0.2190
H  2.992  -7.514  -1.724  0.1071
H  2.122  -6.100  -2.384  0.1066
H  1.344  -6.257  -0.051  0.1155
H  2.991  -6.537  0.522  0.1200
H  1.914  -3.980  -0.757  0.1190
H  2.566  -4.139  0.868  0.1012
H  4.124  -3.298  -1.221  0.1033
H  4.818  -4.318  0.065  0.1049

Values from the calculation:
LUMO energy in eV: 0.1271
Energy relative to the best compared isomer or geometry (same formula, charge and spin) in kJ/mol: 153.2
SMILES: O=CC[C@H]1OC(=O)O[C@]1(CCC(=O)O)CCC(F)=C(F)F.O=S1(=O)CCCC1.O=S1(=O)CCCC1
Charge: 0
Electronic energy in eV: -71504.4042
E_HOMO in Ha: -0.302

---

Entry from the Open Molecules 2025 dataset: a cluster of 2 separate species, C20H29F9N3O4PS in total in a non-equilibrium geometry (ωB97M-V/def2-TZVPD).

Last column: Löwdin charge in e.
Atoms and positions in Å:
C  4.006  -2.405  1.877  -0.1654
C  2.900  -1.548  2.685  -0.3893
P  1.146  -1.611  1.988  0.9874
C  0.400  -3.339  1.979  -0.3843
C  0.759  -4.278  0.718  -0.1624
C  0.971  -0.680  0.344  -0.4823
C  1.807  0.712  0.570  -0.2013
N  2.427  1.751  0.723  0.1843
C  -0.554  -0.167  0.029  -0.1613
C  -1.690  -1.256  0.346  -0.2107
C  -2.343  -1.117  1.833  -0.1787
C  -3.322  -2.335  2.207  -0.2287
N  -4.743  -2.156  1.766  -0.1372
C  -5.473  -3.379  2.312  -0.0932
C  -4.905  -2.271  0.296  -0.3970
C  -4.341  -3.508  -0.599  -0.0234
O  -5.548  -1.386  -0.363  0.0275
C  1.665  -1.419  -0.924  -0.2599
C  0.602  -2.152  -1.905  -0.1516
N  -0.347  -2.683  -2.435  0.1779
S  2.689  -0.337  -2.030  0.8265
O  4.086  -0.065  -1.485  -0.3053
O  2.919  -1.145  -3.303  -0.3207
F  1.895  1.065  -2.544  -0.2105
H  4.609  -3.023  2.656  0.0802
H  4.797  -1.765  1.331  0.0844
H  3.586  -3.167  1.135  0.0423
H  3.241  -0.439  2.623  0.0806
H  2.981  -1.827  3.798  0.0902
H  -0.749  -3.374  2.103  0.0612
H  0.815  -3.885  2.919  0.0987
H  -0.067  -4.164  -0.074  0.0556
H  0.672  -5.376  1.091  0.0879
H  1.821  -4.172  0.311  0.0554
H  -0.738  0.724  0.752  0.1348
H  -0.666  0.248  -1.035  0.1309
H  -1.387  -2.347  0.098  0.0741
H  -2.569  -1.029  -0.382  0.1228
H  -1.534  -0.905  2.633  0.0854
H  -2.997  -0.161  1.786  0.1289
H  -2.906  -3.291  1.723  0.0920
H  -3.352  -2.496  3.352  0.1394
H  -5.916  -3.198  3.350  0.0999
H  -4.763  -4.299  2.344  0.0973
H  -6.285  -3.664  1.533  0.1059
H  -4.338  -3.208  -1.719  0.1007
H  -3.237  -3.754  -0.352  0.0638
H  -5.019  -4.434  -0.529  0.0879
H  2.397  -2.202  -0.477  0.1185
F  2.147  6.664  -3.366  0.0895
C  1.890  5.489  -3.976  -0.2959
F  1.266  5.797  -5.141  0.0915
C  1.015  4.563  -3.131  -0.4297
F  -0.215  5.098  -2.935  0.1267
F  0.812  3.418  -3.851  0.0982
C  1.601  4.137  -1.769  -0.0606
O  1.166  4.878  -0.621  0.0270
C  1.843  6.088  -0.340  -0.5016
F  2.951  6.170  -1.103  0.1347
F  2.280  5.981  0.938  0.1411
C  0.935  7.316  -0.464  -0.2750
F  0.393  7.417  -1.698  0.0933
F  1.635  8.458  -0.251  0.0953
H  2.842  5.015  -4.226  0.1743
H  1.235  3.124  -1.583  0.1108
H  2.689  4.031  -1.799  0.1465
H  0.117  7.271  0.259  0.1747

Values from the calculation:
LUMO energy in eV: -1.4150
SMILES: CCP(CC)[C@](C#N)(CCCCN(C)C(C)=O)[C@@H](C#N)S(=O)(=O)F.FC(F)C(F)(F)COC(F)(F)C(F)F
Charge: 0
Electronic energy in eV: -78443.2211
E_HOMO in Ha: -0.324